The following is a DFT calculation (ωB97M-V with the def2-TZVPD basis set) of a structure of composition C5H7NO.

XYZ file:
```
14
Properties=species:S:1:pos:R:3
N -0.98536 -1.55855 1.35245
C -0.81342 -0.34808 1.10575
O -0.05331 0.68683 1.61189
C 0.03070 1.25536 0.25437
C 1.15780 0.50822 -0.49653
C 0.12585 -0.51240 -1.06352
C -0.98746 0.23441 -0.27035
H -0.26424 -2.08050 1.77601
H -0.08481 2.33949 0.24868
H 1.84723 0.07502 0.23212
H 1.72684 1.07729 -1.23315
H 0.24908 -1.53808 -0.69892
H 0.03337 -0.56077 -2.15004
H -1.98227 0.42177 -0.66874
```

Properties
**Net charge**: 0
**HOMO**: -9.53 eV
**Gap between HOMO and LUMO**: 0.38815 hartree
**Relative energy (zero: lowest compared OMol25 entry of this formula, charge and spin)**: 64.4 kcal/mol
**DFT total energy**: -8833.4087 eV

Atom charges from the natural (NBO) analysis, given in e for atoms 1 to 4: -0.739, 0.609, -0.491, 0.085

The following is a DFT calculation (ωB97M-V with the def2-TZVPD basis set) of a cluster of 2 separate species, C5H7NO in total.

XYZ file:
```
14
Properties=species:S:1:pos:R:3
C -1.16596 -1.18114 0.80260
C -0.05870 -0.44979 0.79211
C 0.28048 0.75943 0.01892
N -0.66361 1.50628 -0.61146
C 1.63901 0.83597 0.03435
C 2.19862 -0.17980 0.91312
O 1.12358 -0.87692 1.37348
H -2.05375 -0.84579 0.27984
H -0.50713 -1.68663 -1.95786
H -1.20314 -2.13156 1.32427
H -0.36349 2.36390 -1.05440
H -1.56639 1.55237 -0.16489
H 2.23718 1.56082 -0.50432
H 0.17935 -1.48341 -1.78463
```

Properties
**Net charge**: 0
**HOMO**: -8.34 eV
**Gap between HOMO and LUMO**: 0.29307 hartree
**Relative energy (zero: lowest compared OMol25 entry of this formula, charge and spin)**: 98.3 kcal/mol
**DFT total energy**: -8831.9400 eV

Atom charges from the natural (NBO) analysis, given in e for atoms 1 to 4: -0.368, 0.224, 0.212, -0.770

The following is a DFT calculation (ωB97M-V with the def2-TZVPD basis set) of the molecule C5H7NO.

XYZ file:
```
14
Properties=species:S:1:pos:R:3
C 0.69300 -1.20503 0.26655
C 1.51154 -0.35991 -0.36796
N 1.39753 1.03885 -0.41270
C 0.33047 1.73009 -0.37482
O -0.97408 1.40421 -0.32637
C -1.32032 0.02130 -0.26218
C -0.53387 -0.66327 0.92126
H 0.78112 -2.27785 0.12302
H 2.40324 -0.73078 -0.86385
H 0.40485 2.81781 -0.39830
H -2.41503 0.01429 -0.26909
H -0.99170 -0.44926 -1.19497
H -0.23465 0.09899 1.65980
H -1.05211 -1.43944 1.49962
```

Properties
**Net charge**: 0
**HOMO**: -8.66 eV
**Gap between HOMO and LUMO**: 0.35279 hartree
**Relative energy (zero: lowest compared OMol25 entry of this formula, charge and spin)**: 37.2 kcal/mol
**DFT total energy**: -8834.5884 eV
**SMILES string**: C1=CN=COCC1

Atom charges from the natural (NBO) analysis, given in e for atoms 1 to 4: -0.234, -0.037, -0.535, 0.425

The following is a DFT calculation (ωB97M-V with the def2-TZVPD basis set) of the molecule C5H7NO.

XYZ file:
```
14
Properties=species:S:1:pos:R:3
C -1.81043 0.23123 0.10256
C -0.59491 -0.67044 0.30196
C 0.70929 -0.11175 -0.24784
C 0.58954 0.79755 -1.39019
N 0.45929 1.52179 -2.28262
C 1.92159 -0.00464 0.58110
O 1.77094 -1.04571 -0.36602
H -1.67228 1.21417 0.56469
H -2.69584 -0.23054 0.54940
H -2.01312 0.38932 -0.96134
H -0.44108 -0.87813 1.36627
H -0.75837 -1.63505 -0.19083
H 2.68322 0.73841 0.34948
H 1.85217 -0.31620 1.62337
```

Properties
**Net charge**: 0
**HOMO**: -11.13 eV
**Gap between HOMO and LUMO**: 0.43935 hartree
**Relative energy (zero: lowest compared OMol25 entry of this formula, charge and spin)**: 40.7 kcal/mol
**DFT total energy**: -8834.4387 eV
**SMILES string**: CC[C@@]1(C#N)CO1

Atom charges from the natural (NBO) analysis, given in e for atoms 1 to 4: -0.615, -0.406, 0.104, 0.259

The following is a DFT calculation (ωB97M-V with the def2-TZVPD basis set) of the molecule C5H7NO.

XYZ file:
```
14
Properties=species:S:1:pos:R:3
C -1.21534 -0.89148 0.40123
C -0.48152 0.43639 0.01086
C -1.40232 0.81984 -1.06985
N -2.28726 0.80147 -1.81653
C 0.98431 0.30700 -0.45039
C 1.98439 0.12731 0.67406
O 1.72361 0.21772 1.84859
H -1.55275 -0.88243 1.43893
H -0.58928 -1.76520 0.20414
H -2.09401 -0.94347 -0.25670
H -0.51548 1.17284 0.82656
H 1.10783 -0.52510 -1.15507
H 1.31127 1.20444 -0.99935
H 3.02655 -0.07931 0.34353
```

Properties
**Net charge**: 0
**HOMO**: -10.49 eV
**Gap between HOMO and LUMO**: 0.41203 hartree
**Relative energy (zero: lowest compared OMol25 entry of this formula, charge and spin)**: 29.5 kcal/mol
**DFT total energy**: -8834.9246 eV
**SMILES string**: C[C@H](C#N)CC=O

Atom charges from the natural (NBO) analysis, given in e for atoms 1 to 4: -0.594, -0.327, 0.285, -0.337

The following is a DFT calculation (ωB97M-V with the def2-TZVPD basis set) of the molecule C5H7NO.

XYZ file:
```
14
Properties=species:S:1:pos:R:3
C -1.59957 0.75739 -0.25976
C -0.28761 0.28599 0.37883
C 0.97249 1.05210 0.06111
N 2.04603 0.38408 -0.09292
C 1.65865 -1.01050 -0.13397
O 2.43092 -1.90684 -0.32813
C 0.14400 -1.14602 0.07018
H -1.60163 0.56804 -1.33911
H -1.77150 1.83057 -0.11720
H -2.46066 0.22284 0.15875
H -0.30277 0.43508 1.46039
H 0.96174 2.13910 0.16844
H -0.07640 -1.85780 0.87005
H -0.30091 -1.55104 -0.84901
```

Properties
**Net charge**: 0
**HOMO**: -9.80 eV
**Gap between HOMO and LUMO**: 0.37379 hartree
**Relative energy (zero: lowest compared OMol25 entry of this formula, charge and spin)**: 10.3 kcal/mol
**DFT total energy**: -8835.7581 eV
**SMILES string**: C[C@@H]1C=NC(=O)C1

Atom charges from the natural (NBO) analysis, given in e for atoms 1 to 4: -0.602, -0.303, 0.188, -0.459

The following is a DFT calculation (ωB97M-V with the def2-TZVPD basis set) of the molecule C5H7NO.

XYZ file:
```
14
Properties=species:S:1:pos:R:3
C -0.41858 1.05622 -2.12102
C -0.23689 0.23621 -0.88357
C 0.80451 0.00088 -0.03655
C 0.26129 -0.60562 1.13920
N 1.01945 -0.83532 2.29920
C -1.03623 -0.86133 0.85122
O -1.36265 -0.30219 -0.36270
H -0.60776 0.44582 -3.00852
H 0.44846 1.69671 -2.30584
H -1.28615 1.71470 -1.98671
H 1.81973 -0.23160 -0.28606
H 1.80642 -0.19613 2.32272
H 0.47616 -0.68953 3.14006
H -1.75837 -1.53044 1.28406
```

Properties
**Net charge**: 0
**HOMO**: -7.89 eV
**Gap between HOMO and LUMO**: 0.32876 hartree
**Relative energy (zero: lowest compared OMol25 entry of this formula, charge and spin)**: 29.3 kcal/mol
**DFT total energy**: -8834.9327 eV
**SMILES string**: Cc1cc(N)co1

Atom charges from the natural (NBO) analysis, given in e for atoms 1 to 4: -0.658, 0.327, -0.385, 0.089

The following is a DFT calculation (ωB97M-V with the def2-TZVPD basis set) of the molecule C5H7NO.

XYZ file:
```
14
Properties=species:S:1:pos:R:3
C 1.41991 -1.07741 -0.41748
N 0.78248 -1.50108 0.83958
C 0.26198 -0.36609 0.15388
C -0.02580 1.00915 0.75297
C -0.73929 1.41924 -0.55464
C -1.19386 0.00444 -0.16673
O -1.31217 0.46632 1.22793
H 2.42035 -0.67742 -0.25663
H 1.31515 -1.68884 -1.31222
H 0.18634 -2.31769 0.73220
H 0.56575 1.60166 1.45490
H -0.15372 1.55020 -1.46987
H -1.51451 2.17691 -0.41567
H -2.01262 -0.59939 -0.56823
```

Properties
**Net charge**: 0
**HOMO**: -9.40 eV
**Gap between HOMO and LUMO**: 0.38303 hartree
**Relative energy (zero: lowest compared OMol25 entry of this formula, charge and spin)**: 102.4 kcal/mol
**DFT total energy**: -8831.7636 eV

Atom charges from the natural (NBO) analysis, given in e for atoms 1 to 4: -0.268, -0.578, 0.053, 0.073

The following is a DFT calculation (ωB97M-V with the def2-TZVPD basis set) of the molecule C5H7NO.

XYZ file:
```
14
Properties=species:S:1:pos:R:3
C 1.01679 -0.11716 1.58813
C 0.08833 0.05787 0.44339
N -1.36020 -0.19381 0.62082
C -0.68227 -0.86123 -0.43907
C -0.39072 0.07842 -1.68204
C 0.35063 0.99034 -0.70466
O 0.83288 2.09242 -0.73855
H 2.02429 -0.36695 1.24242
H 0.65182 -0.89541 2.25760
H 1.06529 0.83494 2.12276
H -1.96285 0.51413 0.21650
H -0.59003 -1.95627 -0.43673
H -1.10783 0.59337 -2.34100
H 0.06386 -0.77066 -2.14956
```

Properties
**Net charge**: 0
**HOMO**: -9.50 eV
**Gap between HOMO and LUMO**: 0.38357 hartree
**Relative energy (zero: lowest compared OMol25 entry of this formula, charge and spin)**: 64.1 kcal/mol
**DFT total energy**: -8833.4253 eV
**SMILES string**: C[C@]12N[C@H]1CC2=O

Atom charges from the natural (NBO) analysis, given in e for atoms 1 to 4: -0.618, -0.030, -0.549, -0.050